Model 1:
Density functional theory data (ωB97M-V/def2-TZVPD) for a 4-piece molecular cluster, C3H15NO3 overall.

Results
Total charge: 0
SMILES: CCCN.O.O.O
E_HOMO (eV): -8.6337

Each atom is followed by the atoms it is bonded to, with distances in Å.
Geometry (Å):
1 O -2.1429 4.4131 -1.0632  H16 0.971, H17 0.966
2 O 1.4318 -0.6343 -3.1679  H10 0.951, H13 0.963
3 O 2.3845 -3.5658 2.0340  H19 0.973, H21 0.970
4 N 1.2827 0.5943 0.8805  C5 1.435, H14 1.006, H22 1.009
5 C -0.1379 0.6137 1.0839  N4 1.435, C6 1.612, H9 1.094, H18 1.097
6 C -0.8461 -0.7341 0.5553  C5 1.612, C7 1.502, H8 1.089, H20 1.122
7 C -2.2783 -0.5734 0.1311  C6 1.502, H11 1.086, H12 1.115, H15 1.089
8 H -0.2325 -1.2816 -0.1589  C6 1.089
9 H -0.4041 0.7815 2.1320  C5 1.094
10 H 0.6430 -0.3764 -3.6326  O2 0.951
11 H -2.4826 -0.3492 -0.9119  C7 1.086
12 H -2.7021 0.1974 0.8157  C7 1.115
13 H 1.5194 -1.5864 -3.0504  O2 0.963
14 H 1.6298 0.5318 -0.0614  N4 1.006
15 H -2.8113 -1.4745 0.4321  C7 1.089
16 H -1.9201 4.2794 -0.1274  O1 0.971
17 H -1.4175 5.0293 -1.2292  O1 0.966
18 H -0.6079 1.5147 0.6700  C5 1.097
19 H 2.5275 -3.1065 1.1887  O3 0.973
20 H -0.7888 -1.2408 1.5553  C6 1.122
21 H 2.7719 -4.4173 1.7790  O3 0.970
22 H 1.6342 -0.0849 1.5388  N4 1.009

=====

Model 2:
Density functional theory data (ωB97M-V/def2-TZVPD) for a 4-piece molecular cluster, C3H15NO3 overall.

Results
Total charge: 0
SMILES: CCNC.O.O.O
E_HOMO (eV): -8.1225

Each atom is followed by the atoms it is bonded to, with distances in Å.
Geometry (Å):
1 O 0.9571 -0.0187 -3.4896  H17 0.968, H21 0.965
2 O 2.7180 -0.3912 -0.0789  H19 0.955, H20 0.961
3 O -1.5851 1.7462 -1.2684  H8 0.960, H14 0.963
4 N -0.3697 0.4482 0.6081  C5 1.478, C6 1.474, H9 1.040
5 C -0.0042 -0.9670 0.8249  N4 1.478, C7 1.534, H13 1.061, H16 1.153
6 C -0.0826 1.4845 1.6166  N4 1.474, H10 1.083, H15 1.093, H18 1.118
7 C -1.2459 -1.8643 0.7434  C5 1.534, H11 1.088, H12 1.088, H22 1.103
8 H -1.7038 0.9213 -1.7441  O3 0.960
9 H -1.3174 0.5663 0.1958  N4 1.040
10 H -0.3492 2.4024 1.1084  C6 1.083
11 H -1.8063 -1.6933 1.6599  C7 1.088
12 H -0.9434 -2.9077 0.6918  C7 1.088
13 H 0.7155 -1.2270 0.0906  C5 1.061
14 H -1.5326 2.5214 -1.8373  O3 0.963
15 H 0.9731 1.3089 1.8400  C6 1.093
16 H 0.5032 -1.0341 1.8578  C5 1.153
17 H 1.3943 0.4499 -2.7641  O1 0.968
18 H -0.7170 1.4771 2.5374  C6 1.118
19 H 2.9596 -0.9705 0.6413  O2 0.955
20 H 2.1201 0.3244 0.1529  O2 0.961
21 H 1.1731 -0.9248 -3.2364  O1 0.965
22 H -1.8570 -1.6522 -0.1500  C7 1.103

=====

Model 3:
Density functional theory data (ωB97M-V/def2-TZVPD) for a 4-piece molecular cluster, C3H15NO3 overall.

Results
Total charge: 0
SMILES: CN(C)C.O.O.O
E_HOMO (eV): -9.1673

Each atom is followed by the atoms it is bonded to, with distances in Å.
Geometry (Å):
1 O 3.6595 2.2054 -0.3459  H9 0.969, H20 0.969
2 O 1.1271 -0.1334 1.4265  H14 0.988, H22 0.965
3 O 3.1446 -0.7576 -0.4415  H11 0.975, H21 0.962
4 N -1.3400 -0.2534 0.0334  C5 1.443, C6 1.428, C7 1.445
5 C -1.0780 0.7946 -0.9237  N4 1.443, H10 1.100, H13 1.086, H18 1.090
6 C -2.2578 0.0524 1.0841  N4 1.428, H8 1.087, H12 1.112, H19 1.088
7 C -1.6971 -1.4907 -0.6231  N4 1.445, H15 1.070, H16 1.102, H17 1.093
8 H -2.0406 0.9275 1.6914  C6 1.087
9 H 3.6723 1.2778 -0.6245  O1 0.969
10 H -1.9904 1.1072 -1.4527  C5 1.100
11 H 2.5016 -0.9830 0.2560  O3 0.975
12 H -3.2638 0.2841 0.6698  C6 1.112
13 H -0.4594 0.3770 -1.7129  C5 1.086
14 H 0.3520 -0.0982 0.8149  O2 0.988
15 H -0.9743 -1.7537 -1.3672  C7 1.070
16 H -2.7203 -1.4616 -1.0326  C7 1.102
17 H -1.7146 -2.2865 0.1261  C7 1.093
18 H -0.5613 1.6826 -0.5581  C5 1.090
19 H -2.4753 -0.8230 1.6931  C6 1.088
20 H 3.3318 2.1601 0.5646  O1 0.969
21 H 3.3766 -1.6099 -0.8222  O3 0.962
22 H 1.4074 0.7825 1.5447  O2 0.965

=====

Going by the computed energies, the most stable comes first: model 3, model 1, model 2.

=====

Model 1:
Density functional theory data (ωB97M-V/def2-TZVPD) for the molecule C16H18N2O3S.

Results
Total charge: 0
SMILES: CCOc1ccccc1CNC(=O)CNC(=O)c1cccs1
E_HOMO (eV): -8.8238

Each atom is followed by the atoms it is bonded to, with distances in Å.
Geometry (Å):
1 S -1.0986 5.3367 2.1026  C7 1.715, C16 1.735
2 O -1.1657 0.8920 1.5323  C15 1.215
3 O 0.4724 -2.7661 -1.4879  C17 1.414, C19 1.369
4 O -0.3516 4.2501 -1.6221  C22 1.219
5 N -0.2602 3.0605 0.2944  C9 1.438, C22 1.353, H39 1.014
6 N -0.6697 -0.5035 -0.1783  C15 1.342, C21 1.449, H37 1.008
7 C -1.5329 6.9958 2.1097  S1 1.715, C10 1.360, H29 1.072
8 C 2.1123 -4.3254 1.4273  C13 1.385, C18 1.381, H25 1.080
9 C -0.0028 1.8047 -0.3572  N5 1.438, C15 1.528, H24 1.099, H34 1.095
10 C -1.5240 7.5384 0.8630  C7 1.360, C12 1.407, H33 1.075
11 C 0.5187 -4.8098 -2.8343  C17 1.525, H32 1.087, H35 1.086, H38 1.087
12 C -1.1600 6.6058 -0.1262  C10 1.407, C16 1.368, H31 1.075
13 C 1.8503 -4.0153 0.1028  C8 1.385, C19 1.389, H36 1.079
14 C -0.0012 -2.6378 0.8046  C19 1.404, C20 1.383, C21 1.507
15 C -0.6738 0.6870 0.4406  O2 1.215, N6 1.342, C9 1.528
16 C -0.8961 5.3621 0.3795  S1 1.735, C12 1.368, C22 1.470
17 C 1.0620 -3.4036 -2.6045  O3 1.414, C11 1.525, H23 1.097, H26 1.094
18 C 1.3342 -3.7987 2.4396  C8 1.381, C20 1.385, H30 1.079
19 C 0.7977 -3.1689 -0.2205  O3 1.369, C13 1.389, C14 1.404
20 C 0.2832 -2.9545 2.1206  C14 1.383, C18 1.385, H40 1.080
21 C -1.1432 -1.7206 0.4501  N6 1.449, C14 1.507, H27 1.091, H28 1.095
22 C -0.4947 4.1902 -0.4127  O4 1.219, N5 1.353, C16 1.470
23 H 2.1548 -3.4157 -2.5125  C17 1.097
24 H 1.0772 1.6071 -0.4009  C9 1.099
25 H 2.9356 -4.9841 1.6604  C8 1.080
26 H 0.7982 -2.7609 -3.4494  C17 1.094
27 H -1.6885 -1.4250 1.3478  C21 1.091
28 H -1.8222 -2.2272 -0.2442  C21 1.095
29 H -1.7697 7.4709 3.0413  C7 1.072
30 H 1.5424 -4.0406 3.4702  C18 1.079
31 H -1.0889 6.8219 -1.1766  C12 1.075
32 H -0.5603 -4.7727 -2.9626  C11 1.087
33 H -1.7681 8.5653 0.6586  C10 1.075
34 H -0.3848 1.8528 -1.3822  C9 1.095
35 H 0.9661 -5.2329 -3.7293  C11 1.086
36 H 2.4803 -4.4365 -0.6647  C13 1.079
37 H -0.1870 -0.6238 -1.0552  N6 1.008
38 H 0.7417 -5.4551 -1.9880  C11 1.087
39 H -0.5530 2.9711 1.2607  N5 1.014
40 H -0.3299 -2.5337 2.9033  C20 1.080

=====

Model 2:
Density functional theory data (ωB97M-V/def2-TZVPD) for the molecule C16H18N2O3S.

Results
Total charge: 0
SMILES: O=C(CNS(=O)(=O)Cc1ccccc1)NCc1ccccc1
E_HOMO (eV): -9.1115

Each atom is followed by the atoms it is bonded to, with distances in Å.
Geometry (Å):
1 S 1.2556 1.4562 -1.0785  O3 1.432, O4 1.438, N6 1.693, C14 1.825
2 O 0.3871 0.2188 2.0960  C11 1.216
3 O 1.3365 2.6365 -1.8859  S1 1.432
4 O -0.0471 0.8609 -0.9511  S1 1.438
5 N -1.4458 1.4928 1.7078  C9 1.455, C11 1.343, H34 1.008
6 N 1.8569 1.8578 0.4528  S1 1.693, C15 1.452, H35 1.019
7 C -4.0541 0.2148 0.0894  C16 1.384, C21 1.388, H26 1.082
8 C 1.3261 -1.8499 -0.9170  C13 1.390, C20 1.383, H36 1.079
9 C -2.4100 0.4382 1.9830  N5 1.455, C21 1.506, H30 1.092, H39 1.094
10 C -2.4996 -1.7346 -1.1049  C17 1.382, C22 1.385, H29 1.080
11 C -0.1245 1.2498 1.7030  O2 1.216, N5 1.343, C15 1.533
12 C 3.0852 -2.1555 1.1997  C18 1.384, C19 1.384, H40 1.080
13 C 2.3710 -0.9474 -0.7572  C8 1.390, C14 1.485, C19 1.391
14 C 2.4749 0.2282 -1.6587  S1 1.825, C13 1.485, H27 1.087, H31 1.086
15 C 0.7654 2.4076 1.2369  N6 1.452, C11 1.533, H25 1.094, H38 1.090
16 C -4.4512 -0.3447 -1.1124  C7 1.384, C22 1.384, H37 1.080
17 C -2.1025 -1.1776 0.0963  C10 1.382, C21 1.388, H33 1.079
18 C 2.0395 -3.0470 1.0367  C12 1.384, C20 1.385, H24 1.079
19 C 3.2497 -1.1093 0.3093  C12 1.384, C13 1.391, H23 1.081
20 C 1.1635 -2.8941 -0.0247  C8 1.383, C18 1.385, H32 1.080
21 C -2.8811 -0.2014 0.7033  C7 1.388, C9 1.506, C17 1.388
22 C -3.6734 -1.3201 -1.7112  C10 1.385, C16 1.384, H28 1.080
23 H 4.0696 -0.4158 0.4368  C19 1.081
24 H 1.9053 -3.8571 1.7373  C18 1.079
25 H 1.1840 2.9186 2.1093  C15 1.094
26 H -4.6630 0.9778 0.5554  C7 1.082
27 H 2.2001 0.0099 -2.6875  C14 1.087
28 H -3.9819 -1.7550 -2.6509  C22 1.080
29 H -1.8934 -2.4965 -1.5728  C10 1.080
30 H -1.8959 -0.2934 2.6100  C9 1.092
31 H 3.4329 0.7372 -1.6147  C14 1.086
32 H 0.3466 -3.5889 -0.1531  C20 1.080
33 H -1.1820 -1.4857 0.5673  C17 1.079
34 H -1.7875 2.2725 1.1675  N5 1.008
35 H 2.1599 0.9999 0.9111  N6 1.019
36 H 0.6320 -1.7124 -1.7316  C8 1.079
37 H -5.3665 -0.0162 -1.5832  C16 1.080
38 H 0.2308 3.1217 0.6106  C15 1.090
39 H -3.2465 0.8755 2.5356  C9 1.094
40 H 3.7704 -2.2690 2.0263  C12 1.080

=====

Going by the computed energies, the most stable comes first: model 1, model 2.